[1]
{
  "formula": "C45H31N4O6",
  "method": "ωB97M-V with the def2-TZVPD basis set",
  "total_charge": 1,
  "e_homo_ev": -10.93,
  "multiplicity": 1,
  "species": ["C", "N", "N", "C", "N", "C", "N", "H", "H", "H", "H", "H", "H", "H", "C", "C", "C", "C", "C", "C", "C", "O", "C", "C", "C", "C", "C", "C", "C", "O", "H", "H", "H", "H", "H", "H", "H", "H", "C", "C", "C", "C", "C", "C", "C", "O", "C", "C", "C", "C", "C", "C", "C", "O", "H", "H", "H", "H", "H", "H", "H", "H", "C", "C", "C", "C", "C", "C", "C", "O", "C", "C", "C", "C", "C", "C", "C", "O", "H", "H", "H", "H", "H", "H", "H", "H"],
  "coordinates": [[-3.548, 3.660, 6.441], [-2.179, 3.590, 6.928], [-1.847, 3.460, 8.249], [-0.517, 3.418, 8.318], [0.033, 3.491, 7.127], [-1.003, 3.605, 6.273], [-0.877, 3.687, 4.954], [-3.597, 4.396, 5.641], [-4.185, 4.004, 7.250], [-3.889, 2.690, 6.083], [-2.548, 3.406, 8.971], [0.012, 3.326, 9.253], [-1.665, 3.844, 4.351], [0.039, 3.597, 4.546], [-2.134, -3.455, -1.008], [-3.243, -2.683, -0.679], [-3.166, -1.761, 0.353], [-1.981, -1.612, 1.063], [-0.866, -2.390, 0.732], [-0.949, -3.310, -0.305], [0.419, -2.257, 1.471], [1.402, -2.900, 1.176], [0.475, -1.271, 2.593], [1.662, -1.123, 3.305], [1.746, -0.192, 4.326], [0.637, 0.589, 4.635], [-0.546, 0.440, 3.935], [-0.632, -0.487, 2.906], [-1.917, -0.604, 2.153], [-2.860, 0.109, 2.432], [-2.196, -4.166, -1.821], [-4.160, -2.785, -1.244], [-4.014, -1.144, 0.614], [-0.077, -3.901, -0.550], [2.511, -1.736, 3.036], [2.672, -0.067, 4.871], [0.700, 1.309, 5.444], [-1.422, 1.031, 4.164], [8.113, 2.690, 0.451], [9.157, 2.097, -0.250], [9.017, 0.815, -0.754], [7.831, 0.118, -0.557], [6.784, 0.710, 0.150], [6.930, 1.999, 0.651], [5.505, -0.018, 0.391], [4.594, 0.498, 1.007], [5.390, -1.403, -0.149], [4.215, -2.109, 0.075], [4.078, -3.400, -0.403], [5.117, -3.985, -1.120], [6.290, -3.285, -1.354], [6.433, -1.991, -0.867], [7.706, -1.259, -1.121], [8.605, -1.759, -1.761], [8.224, 3.693, 0.840], [10.082, 2.638, -0.403], [9.815, 0.337, -1.306], [6.106, 2.441, 1.193], [3.419, -1.631, 0.629], [3.165, -3.948, -0.215], [5.011, -4.994, -1.497], [7.107, -3.724, -1.909], [-8.081, -0.173, -7.179], [-8.269, -1.141, -6.199], [-7.268, -1.403, -5.279], [-6.070, -0.701, -5.339], [-5.879, 0.268, -6.327], [-6.889, 0.530, -7.244], [-4.601, 1.032, -6.429], [-4.442, 1.887, -7.273], [-3.521, 0.699, -5.454], [-2.301, 1.358, -5.542], [-1.288, 1.063, -4.645], [-1.489, 0.111, -3.650], [-2.704, -0.545, -3.560], [-3.722, -0.258, -4.460], [-5.012, -0.995, -4.334], [-5.186, -1.806, -3.446], [-8.865, 0.031, -7.896], [-9.200, -1.691, -6.154], [-7.397, -2.149, -4.507], [-6.721, 1.284, -8.000], [-2.165, 2.095, -6.322], [-0.337, 1.574, -4.721], [-0.696, -0.120, -2.950], [-2.880, -1.289, -2.797]]
}

---

[2]
{
  "formula": "C45H32As2EuF6N8O4",
  "method": "ωB97M-V with the def2-TZVPD basis set",
  "s2": 15.825,
  "e_homo_ev": [-5.28, -5.95],
  "multiplicity": 8,
  "species": ["Eu", "O", "C", "O", "C", "C", "C", "C", "C", "N", "C", "O", "O", "H", "H", "H", "H", "C", "As", "C", "C", "C", "C", "C", "C", "C", "As", "C", "C", "H", "H", "H", "H", "H", "H", "H", "H", "H", "H", "H", "H", "H", "H", "H", "H", "F", "C", "C", "C", "C", "C", "F", "C", "C", "C", "C", "C", "C", "N", "H", "H", "H", "H", "H", "H", "N", "C", "C", "C", "C", "C", "N", "H", "H", "H", "H", "H", "H", "F", "C", "C", "F", "C", "C", "C", "F", "C", "C", "C", "N", "C", "N", "F", "C", "C", "N", "C", "N"],
  "coordinates": [[10.088, 10.747, 13.974], [13.925, 9.594, 11.785], [12.770, 9.645, 12.524], [11.811, 10.385, 12.236], [12.836, 8.729, 13.669], [13.898, 7.776, 13.761], [13.986, 7.078, 14.968], [13.013, 7.261, 15.968], [11.880, 8.068, 15.635], [11.845, 8.820, 14.526], [10.713, 8.189, 16.552], [10.581, 7.830, 17.677], [9.629, 8.656, 15.820], [13.849, 10.009, 10.883], [14.596, 7.685, 12.911], [14.846, 6.486, 15.163], [13.046, 6.765, 16.925], [10.302, 12.212, 8.507], [9.728, 12.704, 10.360], [7.769, 12.837, 9.967], [10.028, 14.633, 9.989], [9.394, 15.428, 9.061], [9.484, 16.825, 9.191], [10.106, 17.412, 10.289], [10.748, 16.624, 11.250], [10.748, 15.258, 11.038], [11.751, 13.964, 12.159], [13.068, 13.522, 10.646], [13.028, 15.351, 12.841], [10.496, 13.109, 7.941], [9.520, 11.530, 8.126], [11.191, 11.608, 8.613], [7.291, 13.154, 10.882], [7.376, 11.871, 9.596], [7.600, 13.662, 9.246], [8.840, 14.953, 8.213], [8.957, 17.420, 8.438], [10.165, 18.499, 10.378], [11.331, 17.062, 12.068], [13.013, 14.246, 9.834], [12.823, 12.520, 10.312], [14.070, 13.493, 11.083], [13.360, 15.983, 11.994], [13.881, 14.831, 13.219], [12.579, 15.941, 13.661], [5.051, 8.727, 16.969], [6.256, 9.327, 17.069], [7.288, 8.812, 16.331], [8.602, 9.276, 16.509], [8.848, 10.350, 17.335], [7.739, 10.864, 18.021], [7.951, 11.946, 18.875], [6.406, 10.448, 17.939], [10.180, 10.903, 17.581], [10.738, 10.998, 18.870], [11.971, 11.563, 19.070], [12.723, 11.909, 17.924], [12.165, 11.832, 16.703], [10.878, 11.336, 16.484], [7.074, 7.972, 15.627], [5.596, 10.882, 18.530], [10.221, 10.631, 19.766], [12.348, 11.840, 20.046], [13.749, 12.267, 18.050], [12.698, 12.136, 15.825], [9.733, 13.821, 15.700], [8.612, 13.707, 14.967], [7.728, 14.797, 14.878], [6.439, 14.609, 14.363], [6.114, 13.379, 13.782], [7.107, 12.409, 13.803], [8.361, 12.581, 14.283], [9.903, 14.667, 16.248], [10.108, 12.965, 16.105], [8.096, 15.772, 15.215], [5.755, 15.446, 14.315], [5.163, 13.193, 13.293], [6.899, 11.402, 13.407], [9.147, 6.672, 11.964], [9.544, 6.810, 10.670], [10.789, 6.293, 10.292], [11.525, 5.511, 11.123], [11.262, 6.417, 8.950], [10.278, 6.864, 8.056], [9.115, 7.515, 8.462], [8.464, 8.134, 7.449], [8.766, 7.622, 9.831], [7.818, 8.546, 10.421], [8.060, 9.249, 11.593], [8.246, 10.019, 12.470], [6.604, 8.841, 9.712], [5.598, 9.117, 9.184], [10.421, 6.684, 6.737], [12.651, 6.167, 8.620], [13.574, 6.558, 9.564], [14.341, 6.951, 10.376], [13.091, 5.630, 7.383], [13.442, 5.214, 6.327]]
}

---

Record-wise max |F| values, in eV Å⁻¹: 0.29 4.63